# 1
{"formula": "C38H47N3O9P2SSiSn", "method": "the ωB97M-V functional and the def2-TZVPD basis", "homo_energy_ha": -0.3077, "orbital_gap_ev": 7.5375, "e_lumo_ev": -0.837, "elements": ["Sn", "O", "P", "O", "O", "O", "P", "O", "O", "O", "H", "H", "S", "C", "C", "C", "C", "C", "C", "N", "C", "C", "C", "C", "C", "C", "C", "H", "H", "H", "H", "H", "H", "H", "H", "O", "C", "O", "C", "C", "C", "C", "C", "C", "N", "C", "C", "C", "C", "C", "C", "N", "H", "H", "H", "H", "H", "H", "H", "H", "H", "H", "C", "C", "C", "C", "Si", "C", "C", "C", "C", "C", "C", "C", "C", "H", "H", "H", "H", "H", "H", "H", "H", "H", "H", "H", "H", "H", "H", "H", "H", "H", "H", "H", "H", "H", "H", "H", "H", "H", "H", "H"], "coordinates": [[-0.374, 0.075, 1.093], [-1.194, 0.516, 4.693], [-0.993, -0.972, 4.152], [-1.741, -1.945, 4.939], [-1.279, -0.934, 2.631], [0.605, -1.244, 4.273], [1.757, -0.254, 3.731], [1.941, 0.841, 4.885], [2.988, -1.024, 3.504], [1.070, 0.581, 2.639], [-0.623, 1.159, 4.244], [2.423, 0.473, 5.636], [-5.088, 1.775, 1.633], [-5.386, 0.093, 1.335], [-6.589, -0.605, 1.375], [-6.555, -1.968, 1.159], [-5.345, -2.628, 0.919], [-4.153, -1.935, 0.879], [-4.174, -0.555, 1.079], [-3.068, 0.280, 1.074], [-3.387, 1.493, 1.383], [-2.371, 2.533, 1.584], [-2.753, 3.854, 1.805], [-1.798, 4.819, 2.070], [-0.463, 4.450, 2.136], [-0.087, 3.131, 1.909], [-1.024, 2.141, 1.609], [-7.522, -0.098, 1.584], [-7.475, -2.536, 1.197], [-5.344, -3.701, 0.773], [-3.210, -2.439, 0.727], [-3.801, 4.132, 1.779], [-2.094, 5.844, 2.244], [0.290, 5.193, 2.374], [0.958, 2.863, 1.994], [5.963, 4.957, 1.123], [6.378, 3.838, 0.484], [7.451, 3.809, -0.048], [5.429, 2.683, 0.503], [5.956, 1.396, 0.537], [5.120, 0.295, 0.576], [3.736, 0.463, 0.560], [3.216, 1.750, 0.482], [4.049, 2.855, 0.469], [2.777, -0.580, 0.614], [3.121, -1.720, 1.041], [2.154, -2.804, 1.314], [2.657, -4.062, 1.616], [1.784, -5.064, 2.003], [0.439, -4.763, 2.105], [0.022, -3.482, 1.775], [0.845, -2.524, 1.360], [5.134, 4.782, 1.584], [7.031, 1.273, 0.542], [5.562, -0.691, 0.614], [2.141, 1.871, 0.464], [3.614, 3.846, 0.396], [4.152, -1.991, 1.266], [3.724, -4.236, 1.573], [2.152, -6.053, 2.243], [-0.281, -5.493, 2.446], [-1.021, -3.202, 1.871], [-1.412, -2.709, -1.292], [-0.474, -2.116, -2.348], [0.901, -2.772, -2.178], [-1.026, -2.478, -3.743], [-0.352, -0.216, -2.233], [1.204, 0.598, -2.981], [2.513, 0.029, -2.424], [1.193, 2.113, -2.738], [1.210, 0.334, -4.503], [-1.972, 0.760, -2.556], [-2.075, 1.136, -4.046], [-3.206, -0.076, -2.205], [-2.021, 2.048, -1.729], [-1.323, -3.800, -1.319], [-2.455, -2.459, -1.473], [-1.143, -2.376, -0.291], [0.771, -3.859, -2.188], [1.369, -2.499, -1.232], [1.581, -2.520, -2.991], [-1.109, -3.568, -3.808], [-0.371, -2.153, -4.553], [-2.018, -2.066, -3.925], [2.470, -0.125, -1.356], [3.322, 0.735, -2.635], [2.778, -0.917, -2.893], [1.161, 2.359, -1.675], [0.360, 2.611, -3.231], [2.115, 2.537, -3.147], [1.187, -0.732, -4.736], [2.147, 0.731, -4.905], [0.392, 0.817, -5.034], [-2.133, 0.260, -4.695], [-1.252, 1.763, -4.386], [-2.996, 1.711, -4.186], [-3.319, -0.952, -2.844], [-4.097, 0.545, -2.345], [-3.195, -0.400, -1.169], [-1.293, 2.789, -2.051], [-1.860, 1.862, -0.675], [-3.016, 2.494, -1.835]], "atomic_forces_ev_per_a": [[-0.17, 0.55, -0.26], [0.10, -0.01, 0.06], [-0.07, 0.09, -0.07], [-0.03, -0.06, -0.09], [0.10, -0.29, -0.07], [-0.01, 0.11, 0.10], [-0.22, 0.06, 0.01], [-0.10, -0.02, 0.08], [0.04, 0.02, 0.01], [0.35, -0.46, -0.27], [-0.08, 0.01, -0.02], [0.03, 0.04, -0.04], [0.01, -0.01, 0.00], [-0.02, -0.03, 0.04], [0.00, 0.02, -0.01], [0.00, -0.01, 0.01], [-0.01, 0.02, -0.03], [0.00, 0.00, 0.03], [0.01, 0.01, 0.02], [0.01, 0.01, -0.02], [0.02, -0.04, -0.01], [-0.01, 0.00, 0.09], [0.00, 0.00, 0.01], [0.00, 0.01, 0.01], [0.01, 0.01, -0.01], [-0.01, -0.01, -0.11], [0.03, 0.05, 0.04], [0.00, 0.00, 0.00], [0.00, 0.00, -0.01], [0.00, 0.00, 0.02], [-0.01, 0.00, 0.02], [0.00, -0.01, 0.00], [0.00, 0.00, 0.00], [0.01, -0.01, 0.00], [-0.01, 0.02, 0.03], [-0.02, 0.01, -0.06], [0.00, 0.01, -0.02], [0.02, -0.02, 0.04], [0.00, 0.00, 0.01], [-0.01, 0.00, -0.02], [0.01, 0.01, -0.04], [0.02, 0.00, 0.05], [0.02, 0.02, 0.09], [-0.01, -0.02, 0.00], [0.02, -0.06, 0.13], [-0.01, -0.07, -0.18], [-0.08, -0.03, 0.01], [0.01, -0.01, -0.01], [0.01, -0.02, 0.00], [0.00, -0.02, -0.04], [-0.03, 0.02, -0.08], [0.23, 0.08, 0.21], [0.01, 0.00, 0.02], [0.00, 0.00, -0.01], [-0.01, -0.02, -0.01], [0.03, -0.01, -0.04], [0.00, 0.00, 0.01], [0.01, 0.07, 0.15], [0.00, 0.01, 0.01], [0.00, 0.01, 0.02], [-0.01, 0.01, 0.00], [0.01, -0.02, 0.02], [-0.06, 0.01, -0.10], [0.00, 0.07, -0.13], [0.01, -0.01, -0.01], [0.04, -0.04, 0.00], [-0.19, 0.04, 0.99], [-0.08, -0.05, -0.10], [0.04, 0.03, -0.11], [0.02, 0.00, -0.04], [0.00, 0.04, -0.02], [0.10, -0.10, -0.16], [-0.04, -0.02, -0.02], [-0.03, 0.04, -0.03], [-0.01, 0.06, -0.10], [0.00, 0.00, 0.02], [0.02, 0.01, 0.00], [0.00, -0.03, 0.01], [0.00, -0.01, 0.02], [0.01, 0.02, -0.04], [-0.02, -0.01, 0.00], [0.00, 0.00, -0.02], [0.00, -0.01, 0.01], [0.01, -0.01, 0.00], [-0.06, -0.03, -0.01], [0.01, -0.01, -0.01], [0.00, 0.00, 0.01], [-0.02, 0.01, 0.02], [0.01, -0.01, 0.01], [0.00, 0.00, 0.01], [0.05, 0.00, 0.01], [-0.01, 0.01, -0.01], [0.02, -0.03, 0.00], [0.03, 0.01, -0.01], [-0.04, 0.04, 0.03], [-0.02, -0.03, -0.01], [-0.01, 0.02, 0.00], [0.00, 0.00, 0.01], [0.00, -0.02, -0.02], [-0.01, -0.01, 0.01], [0.01, 0.00, 0.00], [0.01, 0.01, 0.00]]}



# 2
{"formula": "C38H48BGeN12O8Os", "method": "the ωB97M-V functional and the def2-TZVPD basis", "charge": 1, "s_squared": 6.022, "homo_energy_ha": [-0.3798, -0.3897], "orbital_gap_ev": [7.5693, 5.5376], "e_lumo_ev": [-2.767, -5.065], "multiplicity": 5, "relative_energy_ev": 0.000, "elements": ["Os", "C", "C", "C", "C", "C", "N", "N", "B", "N", "N", "C", "C", "C", "C", "C", "N", "N", "C", "C", "C", "C", "C", "H", "H", "H", "H", "H", "H", "H", "H", "H", "H", "H", "H", "H", "H", "H", "H", "H", "H", "H", "H", "H", "H", "O", "N", "O", "C", "C", "C", "C", "O", "C", "C", "N", "O", "O", "N", "O", "O", "H", "H", "C", "C", "C", "C", "C", "N", "C", "O", "N", "C", "C", "C", "C", "N", "C", "C", "C", "H", "H", "H", "H", "H", "H", "H", "H", "H", "H", "H", "H", "H", "C", "Ge", "C", "C", "C", "H", "H", "H", "H", "H", "H", "H", "H", "H", "H", "H"], "coordinates": [[-0.487, 0.540, 1.176], [2.198, -1.168, 3.278], [2.382, 0.164, 2.636], [3.550, 0.910, 2.693], [3.272, 2.122, 2.088], [4.155, 3.305, 1.887], [2.000, 2.090, 1.686], [1.429, 0.885, 1.995], [1.083, 3.233, 1.236], [-0.141, 3.255, 2.187], [-1.027, 2.212, 2.204], [-1.983, 2.497, 3.108], [-3.131, 1.600, 3.411], [-1.713, 3.742, 3.655], [-0.544, 4.189, 3.055], [0.194, 5.465, 3.274], [0.576, 2.937, -0.183], [-0.251, 1.869, -0.386], [-0.758, 1.994, -1.638], [-1.832, 1.161, -2.258], [-0.177, 3.099, -2.240], [0.646, 3.680, -1.290], [1.494, 4.900, -1.402], [2.789, -1.186, 4.193], [1.165, -1.345, 3.552], [2.567, -1.975, 2.644], [4.478, 0.609, 3.146], [5.181, 3.040, 2.128], [4.120, 3.647, 0.853], [3.856, 4.136, 2.527], [1.649, 4.279, 1.266], [-3.355, 0.943, 2.575], [-2.925, 0.993, 4.295], [-4.010, 2.205, 3.626], [-2.293, 4.256, 4.402], [-0.305, 6.045, 4.046], [1.220, 5.277, 3.591], [0.229, 6.061, 2.363], [-2.140, 0.310, -1.662], [-2.708, 1.794, -2.412], [-1.501, 0.820, -3.237], [-0.366, 3.455, -3.238], [1.372, 5.339, -2.389], [1.227, 5.646, -0.655], [2.547, 4.650, -1.264], [-5.797, -4.480, 2.300], [-5.243, -4.124, 3.315], [-5.515, -4.486, 4.436], [-4.135, -3.164, 3.170], [-3.892, -2.606, 1.932], [-2.841, -1.721, 1.805], [-1.984, -1.396, 2.881], [-0.948, -0.582, 2.756], [-2.320, -1.968, 4.117], [-3.388, -2.829, 4.277], [-1.538, -1.675, 5.329], [-2.149, -1.618, 6.371], [-0.341, -1.521, 5.211], [-2.617, -1.125, 0.544], [-2.763, -1.702, -0.549], [-2.313, 0.220, 0.544], [-4.497, -2.864, 1.074], [-3.617, -3.237, 5.251], [-5.132, -4.494, -2.679], [-3.919, -3.700, -3.080], [-4.025, -2.392, -3.535], [-2.904, -1.664, -3.897], [-1.641, -2.232, -3.820], [-0.553, -1.412, -4.242], [0.797, -1.553, -4.154], [1.563, -0.976, -4.898], [1.280, -2.417, -3.163], [0.961, -2.392, -1.807], [1.267, -3.495, -1.022], [0.983, -3.456, 0.326], [0.427, -2.317, 0.866], [0.171, -1.228, 0.125], [0.407, -1.276, -1.192], [-1.516, -3.549, -3.394], [-2.647, -4.259, -3.025], [-6.021, -3.867, -2.642], [-4.999, -4.949, -1.697], [-5.323, -5.301, -3.388], [-5.001, -1.928, -3.606], [-3.013, -0.642, -4.243], [-0.794, -0.712, -4.931], [2.216, -2.731, -3.378], [1.707, -4.375, -1.474], [1.177, -4.308, 0.962], [0.159, -2.262, 1.904], [0.205, -0.391, -1.766], [-0.555, -4.037, -3.383], [-2.535, -5.286, -2.698], [3.390, 1.709, -3.966], [4.253, 0.662, -2.572], [4.830, -1.077, -3.256], [5.816, 1.616, -1.881], [2.999, 0.379, -1.128], [4.103, 1.921, -4.763], [3.030, 2.660, -3.570], [2.551, 1.163, -4.396], [5.728, -0.964, -3.863], [4.055, -1.516, -3.886], [5.054, -1.762, -2.437], [6.613, 1.598, -2.624], [6.184, 1.148, -0.968], [5.573, 2.657, -1.665], [3.199, -0.283, -0.291], [2.045, 0.890, -1.088]], "atomic_forces_ev_per_a": [[-0.13, 0.00, 0.05], [-0.01, 0.00, -0.07], [-0.16, 0.04, 0.01], [0.04, -0.05, 0.00], [0.04, 0.09, -0.05], [-0.01, -0.02, 0.01], [-0.18, 0.05, 0.05], [0.24, -0.13, -0.17], [0.04, -0.02, 0.02], [-0.07, 0.02, -0.16], [0.21, -0.03, 0.21], [-0.07, -0.01, -0.12], [0.00, 0.01, 0.02], [0.03, 0.01, 0.03], [0.00, 0.05, 0.02], [-0.02, -0.02, 0.00], [0.05, 0.02, 0.02], [0.02, -0.01, -0.09], [-0.07, -0.10, 0.03], [0.12, -0.04, 0.06], [-0.05, 0.04, -0.03], [0.06, 0.06, 0.01], [-0.01, -0.03, -0.01], [-0.01, -0.01, 0.00], [-0.04, -0.02, 0.00], [-0.03, -0.01, -0.06], [0.01, 0.00, 0.02], [0.00, 0.00, 0.00], [0.01, 0.00, -0.01], [-0.01, 0.00, 0.00], [0.01, -0.05, 0.00], [-0.02, 0.03, -0.01], [0.03, 0.00, -0.01], [-0.01, -0.02, 0.01], [-0.01, 0.02, 0.00], [0.00, 0.00, 0.00], [0.01, 0.00, 0.01], [0.00, 0.00, -0.01], [0.08, -0.04, -0.09], [-0.02, 0.00, 0.02], [0.02, 0.00, 0.00], [0.01, 0.01, -0.01], [0.00, 0.00, -0.01], [-0.02, 0.00, 0.01], [0.01, 0.01, 0.00], [-0.09, -0.04, -0.13], [0.10, 0.11, 0.00], [-0.04, -0.08, 0.14], [-0.02, 0.03, 0.01], [0.04, -0.20, -0.03], [0.03, 0.22, -0.22], [-0.01, 0.15, -0.12], [-0.08, 0.10, 0.26], [0.02, -0.09, 0.07], [0.00, -0.04, 0.05], [-0.03, 0.08, -0.12], [-0.09, 0.02, 0.09], [0.14, -0.05, -0.03], [0.06, -0.05, 0.11], [-0.12, 0.01, 0.04], [-0.04, -0.10, 0.10], [0.00, 0.03, 0.02], [-0.02, 0.00, -0.02], [0.04, 0.00, 0.00], [-0.03, -0.01, 0.02], [0.01, 0.03, -0.01], [-0.10, -0.01, 0.03], [0.11, 0.08, 0.02], [-0.20, 0.17, -0.09], [0.10, -0.04, 0.13], [-0.04, -0.06, -0.08], [0.12, -0.14, -0.15], [-0.08, -0.02, 0.01], [-0.01, -0.06, -0.01], [-0.04, 0.00, 0.06], [-0.11, -0.16, -0.07], [-0.06, -0.03, 0.11], [0.18, 0.05, 0.02], [-0.03, 0.00, -0.04], [0.01, 0.00, 0.01], [0.00, 0.01, 0.00], [0.01, 0.01, 0.00], [0.00, 0.00, -0.01], [-0.01, 0.01, 0.01], [-0.02, -0.03, -0.01], [0.02, -0.11, 0.00], [0.01, 0.09, 0.05], [-0.01, 0.01, -0.02], [0.00, 0.01, 0.02], [0.13, -0.02, 0.08], [-0.09, 0.13, -0.06], [0.07, -0.02, 0.01], [0.01, -0.01, 0.00], [-0.06, 0.09, -0.03], [0.03, -0.07, -0.09], [-0.04, -0.09, 0.00], [-0.01, 0.00, 0.04], [0.00, 0.00, 0.01], [-0.01, 0.02, -0.01], [0.02, 0.02, 0.01], [0.03, -0.02, 0.01], [0.02, -0.01, 0.00], [0.00, 0.08, -0.02], [0.05, 0.00, 0.02], [0.02, 0.02, 0.00], [0.02, 0.00, 0.00], [0.00, 0.01, 0.01], [-0.01, 0.02, 0.04], [-0.01, 0.09, 0.05]]}